A 3-piece molecular cluster, C5H11NO3 overall in a non-equilibrium geometry. Source: OMol25; level of theory: ωB97M-V/def2-TZVPD.

Positions of all 20 atoms, in Å:
O -1.89 0.64 -0.59
C -2.05 0.06 0.47
C -2.14 -1.47 0.48
O -2.31 -2.12 1.48
O -1.96 -1.98 -0.73
H -2.31 0.57 1.41
H -1.89 -1.24 -1.37
H 2.64 1.80 -0.90
N 1.64 1.97 -0.97
C 0.94 0.96 -1.24
C 1.39 -0.43 -1.55
H -0.17 1.12 -1.27
H 1.11 -0.69 -2.57
H 0.89 -1.14 -0.89
H 2.47 -0.54 -1.43
C 0.75 0.50 1.94
H -0.04 -0.19 1.54
H 0.60 1.47 1.48
H 0.58 0.55 3.01
H 1.76 0.16 1.74

Results
- Maximum force: 1.64 eV/A
- Highest occupied orbital energy: -9.749 eV
- SMILES: O=CC(=O)O.[H]/N=C\C.C
- Charge: 0
- Gap between HOMO and LUMO: 8.78 eV
- Calculated total energy: -477.5456 Eh
- ΔE to the lowest compared entry with this formula, charge and spin: 50.1 kcal per mole
- Molecular weight: 133.15 g mol⁻¹

Results of the natural (NBO) charge analysis, in e, for atoms 1 through 8: -0.516, 0.327, 0.670, -0.518, -0.651, 0.170, 0.507, 0.325


One molecule with the formula C5H11NO4 in a non-equilibrium geometry. Source: OMol25; level of theory: ωB97M-V/def2-TZVPD.

Positions of all 21 atoms, in Å:
C 1.18 -1.45 1.06
O 1.37 -0.10 0.62
C 0.58 0.17 -0.56
C 1.13 -0.60 -1.73
C 0.64 1.69 -0.84
C -0.95 -0.06 -0.26
O -1.28 0.20 1.17
O -2.72 0.60 1.24
N -3.23 0.35 2.56
O -3.19 1.34 3.20
H 1.56 -1.51 2.08
H 0.12 -1.75 1.10
H 1.73 -2.15 0.42
H 0.79 -0.27 -2.71
H 2.20 -0.47 -1.73
H 0.95 -1.66 -1.66
H 0.11 1.94 -1.78
H 0.13 2.19 0.04
H 1.71 2.01 -0.91
H -1.58 0.63 -0.85
H -1.26 -1.10 -0.47

Results
- Maximum force: 2.42 eV/A
- Highest occupied orbital energy: -10.096 eV
- SMILES: COC(C)(C)COON=O
- Charge: 0
- Gap between HOMO and LUMO: 9.15 eV
- Calculated total energy: -552.5811 Eh
- ΔE to the lowest compared entry with this formula, charge and spin: 186.9 kcal per mole
- Molecular weight: 149.15 g mol⁻¹

Results of the natural (NBO) charge analysis, in e, for atoms 1 through 8: -0.263, -0.531, 0.242, -0.649, -0.622, -0.113, -0.277, -0.237


A 2-piece molecular cluster, C5H11NOS overall in a non-equilibrium geometry. Source: OMol25; level of theory: ωB97M-V/def2-TZVPD.

Positions of all 19 atoms, in Å:
C -0.84 -0.85 1.26
C -2.14 -0.90 0.54
S -2.91 0.75 0.02
C 0.35 -1.03 0.54
N 1.26 0.22 0.58
C 2.22 0.25 -0.57
C 0.40 1.56 0.43
O 0.60 -1.87 -0.33
H -0.89 -0.61 2.34
H -0.95 -0.56 -2.10
H -2.92 -1.28 1.20
H -2.03 -1.38 -0.41
H -0.20 -0.53 -2.06
H 1.78 0.45 -1.56
H 3.03 1.00 -0.30
H 2.57 -0.80 -0.73
H 0.05 1.66 -0.55
H 1.07 2.45 0.63
H -0.46 1.47 1.05

Results
- Maximum force: 4.75 eV/A
- Highest occupied orbital energy (alpha / beta): -2.886 / -2.826 eV
- Spin multiplicity: 2
- Charge: -1
- Gap between HOMO and LUMO (alpha / beta): 6.67 / 5.97 eV
- Calculated total energy: -725.1992 Eh
- ΔE to the lowest compared entry with this formula, charge and spin: 38.1 kcal per mole
- Molecular weight: 133.22 g mol⁻¹

Results of the natural (NBO) charge analysis, in e, for atoms 1 through 8: -0.192, -0.572, -0.701, 0.610, -0.492, -0.443, -0.420, -0.612


An isolated ion of composition C5H11NOS and charge -1 in a non-equilibrium geometry. Source: OMol25; level of theory: ωB97M-V/def2-TZVPD.

Positions of all 19 atoms, in Å:
C 1.41 0.34 0.59
C 1.72 -1.20 0.67
S 2.73 -1.75 -0.81
C 0.43 0.47 -0.57
N -0.90 0.33 -0.25
C -1.85 0.90 -1.21
C -1.51 0.01 1.04
O 0.78 0.93 -1.66
H 0.81 0.62 1.47
H 2.30 0.86 0.22
H 2.34 -1.35 1.55
H 0.83 -1.82 0.62
H 2.01 -1.04 -1.72
H -1.96 1.95 -0.92
H -2.85 0.52 -0.97
H -1.42 0.77 -2.21
H -1.91 0.84 1.64
H -2.16 -0.86 0.82
H -0.79 -0.52 1.68

Results
- Maximum force: 2.96 eV/A
- Highest occupied orbital energy (alpha / beta): 0.959 / -5.812 eV
- Spin multiplicity: 2
- Charge: -1
- Gap between HOMO and LUMO (alpha / beta): 2.21 / 8.92 eV
- Calculated total energy: -725.2330 Eh
- ΔE to the lowest compared entry with this formula, charge and spin: 16.9 kcal per mole
- Molecular weight: 133.22 g mol⁻¹

Results of the natural (NBO) charge analysis, in e, for atoms 1 through 8: -0.565, -0.577, -0.160, 0.682, -0.456, -0.459, -1.009, -0.682


A 2-piece molecular cluster, C5H11NOS overall in a non-equilibrium geometry. Source: OMol25; level of theory: ωB97M-V/def2-TZVPD.

Positions of all 19 atoms, in Å:
C -0.47 2.35 -1.20
C -0.82 0.76 -0.98
C -2.32 0.79 -0.66
N 0.05 0.17 0.02
S -0.35 0.42 1.49
H -0.20 2.50 -2.21
H -1.33 2.92 -1.02
H 0.56 2.54 -0.67
H -0.73 0.18 -1.86
H -2.55 1.45 0.14
H -2.50 -0.26 -0.43
H -2.86 1.19 -1.49
C 2.43 -2.01 1.71
C 1.37 -2.30 0.68
O 0.63 -3.28 0.73
H 2.26 -2.54 2.71
H 2.50 -0.91 1.73
H 3.27 -2.46 1.31
H 1.06 -1.51 0.00

Results
- Maximum force: 4.45 eV/A
- Highest occupied orbital energy: -8.558 eV
- SMILES: CC(C)N=S.CC=O
- Charge: 0
- Gap between HOMO and LUMO: 7.21 eV
- Calculated total energy: -725.1670 Eh
- ΔE to the lowest compared entry with this formula, charge and spin: 99.1 kcal per mole
- Molecular weight: 133.22 g mol⁻¹

Results of the natural (NBO) charge analysis, in e, for atoms 1 through 8: -0.601, -0.097, -0.625, -0.529, 0.367, 0.215, 0.217, 0.225


One molecule with the formula C5H11NOS in a non-equilibrium geometry. Source: OMol25; level of theory: ωB97M-V/def2-TZVPD.

Positions of all 19 atoms, in Å:
O -1.95 -2.66 1.51
C -1.63 -2.74 0.31
N -1.35 -1.48 -0.31
C -1.33 -0.33 0.65
C 0.06 0.41 0.82
C 0.81 0.56 -0.49
C 1.85 1.64 -0.29
S 2.47 2.27 -1.82
H -1.71 -3.64 -0.14
H -1.03 -1.34 -1.26
H -1.96 0.46 0.29
H -1.72 -0.67 1.69
H 0.49 -0.43 1.48
H -0.02 1.29 1.42
H 1.29 -0.46 -0.71
H 0.14 0.80 -1.34
H 1.52 2.41 0.45
H 2.64 1.15 0.20
H 1.43 2.74 -2.46

Results
- Maximum force: 6.79 eV/A
- Highest occupied orbital energy: -9.168 eV
- SMILES: O=CNCCCCS
- Charge: 0
- Gap between HOMO and LUMO: 9.96 eV
- Calculated total energy: -725.2453 Eh
- ΔE to the lowest compared entry with this formula, charge and spin: 50.0 kcal per mole
- Molecular weight: 133.22 g mol⁻¹

Results of the natural (NBO) charge analysis, in e, for atoms 1 through 8: -0.612, 0.509, -0.652, -0.232, -0.418, -0.420, -0.532, -0.023


The highest maximum force belongs to which entry? number 6


Repeat the sixth record exactly.
One molecule with the formula C5H11NOS in a non-equilibrium geometry. Source: OMol25; level of theory: ωB97M-V/def2-TZVPD.

Positions of all 19 atoms, in Å:
O -1.95 -2.66 1.51
C -1.63 -2.74 0.31
N -1.35 -1.48 -0.31
C -1.33 -0.33 0.65
C 0.06 0.41 0.82
C 0.81 0.56 -0.49
C 1.85 1.64 -0.29
S 2.47 2.27 -1.82
H -1.71 -3.64 -0.14
H -1.03 -1.34 -1.26
H -1.96 0.46 0.29
H -1.72 -0.67 1.69
H 0.49 -0.43 1.48
H -0.02 1.29 1.42
H 1.29 -0.46 -0.71
H 0.14 0.80 -1.34
H 1.52 2.41 0.45
H 2.64 1.15 0.20
H 1.43 2.74 -2.46

Results
- Maximum force: 6.79 eV/A
- Highest occupied orbital energy: -9.168 eV
- SMILES: O=CNCCCCS
- Charge: 0
- Gap between HOMO and LUMO: 9.96 eV
- Calculated total energy: -725.2453 Eh
- ΔE to the lowest compared entry with this formula, charge and spin: 50.0 kcal per mole
- Molecular weight: 133.22 g mol⁻¹

Results of the natural (NBO) charge analysis, in e, for atoms 1 through 8: -0.612, 0.509, -0.652, -0.232, -0.418, -0.420, -0.532, -0.023